# 1
# C42H53N3O11PS2SiW

A molecular structure, C42H53N3O11PS2SiW in a non-equilibrium geometry (ωB97M-V/def2-TZVPD, the OMol25 dataset).

The geometry in XYZ format:
```
114
Properties=species:S:1:pos:R:3:forces:R:3:lowdin_charge:R:1
W 14.167 11.711 11.715 -1.4207 -0.4117 -0.3834 1.43
C 9.037 15.144 8.721 0.8410 -0.8772 -0.1890 -0.06
O 9.320 15.821 9.911 -0.1390 0.3426 0.8084 -0.03
C 10.131 15.230 10.776 1.2258 -0.9783 0.2262 -0.23
C 10.083 15.675 12.127 -0.5304 0.0039 -0.9879 0.02
C 10.941 15.148 13.026 0.6610 -0.2855 -0.0929 -0.01
C 11.900 14.185 12.663 0.1084 -1.1685 0.0585 -0.09
C 12.722 13.596 13.686 -0.0766 0.1691 -0.7744 -0.29
C 12.718 14.013 15.124 -0.7489 -1.3146 -0.0893 0.03
O 13.542 12.686 13.402 -0.3413 0.3998 0.2850 -0.14
C 11.889 13.639 11.336 -0.2669 1.0222 0.8060 -0.28
O 12.689 12.649 10.940 0.1620 -0.4049 0.4545 -0.30
C 11.029 14.192 10.394 -0.3280 0.7290 1.2057 0.08
H 8.209 15.630 8.315 -1.2165 0.8158 -0.8774 0.08
H 8.782 14.113 8.899 -0.2196 -0.5065 0.3124 0.10
H 9.872 15.129 8.034 0.3106 0.3307 -0.2510 0.10
H 9.330 16.382 12.436 -0.0311 0.1738 -0.1863 0.13
H 10.914 15.465 14.050 -0.1019 0.1615 0.2725 0.12
H 11.820 13.651 15.679 0.6587 -0.1375 -0.4660 0.12
H 12.694 15.058 15.259 0.2337 1.3416 -0.0333 0.08
H 13.634 13.586 15.494 0.1587 -0.0263 0.6819 0.08
H 11.178 13.791 9.424 -0.3846 -0.0204 -0.9211 0.11
O 11.650 8.503 13.544 0.0264 -0.1261 -0.7596 -0.04
C 12.576 9.406 13.388 -2.0638 0.0916 0.3794 -0.41
O 12.568 10.185 12.412 0.3874 -0.7138 0.6645 -0.06
C 13.447 9.508 14.585 1.3963 0.6377 -1.6037 -0.01
C 13.188 8.948 15.810 -0.5144 0.5089 0.1041 0.08
C 14.041 9.206 16.842 0.6170 -0.6600 1.2246 -0.10
C 15.194 9.898 16.663 1.8693 0.8048 -0.8866 0.09
C 15.543 10.390 15.393 -0.4343 1.1618 -0.1068 0.01
C 14.649 10.236 14.337 -0.9042 -0.6901 0.9924 -0.24
O 14.865 10.700 13.140 2.4903 -0.4601 -0.1195 -0.23
N 16.683 11.398 15.107 0.1496 -1.2067 1.2548 -0.32
O 16.384 12.578 15.157 0.2435 -0.9747 -0.3228 0.11
O 17.797 10.914 14.941 -1.1942 0.7331 -0.1018 0.11
N 13.749 8.588 18.218 -0.5746 0.2200 -1.9367 -0.32
O 12.633 8.093 18.239 0.6574 -0.0097 1.1014 0.08
O 14.594 8.604 19.082 -0.5279 0.0784 -0.3725 0.12
H 12.303 8.436 16.082 -0.8456 -0.5919 -0.3767 0.12
H 15.872 9.995 17.482 0.3253 0.2598 0.4811 0.14
C 16.577 8.412 10.327 0.1001 0.5563 -0.1386 0.04
C 15.678 9.401 9.643 0.2812 0.5827 -0.0635 -0.52
N 15.423 9.287 8.346 -0.2830 -0.2727 0.1956 0.22
O 15.270 10.411 10.269 -0.7917 -0.2112 0.7865 -0.22
H 17.519 8.945 10.555 -0.5346 -0.1268 0.2828 0.11
H 16.864 7.575 9.706 -0.2546 -0.2577 -0.1380 0.08
H 16.045 8.093 11.224 0.4077 -0.0751 0.1105 0.09
H 15.787 8.511 7.803 -0.1741 0.3426 0.2015 0.14
H 14.856 10.019 7.918 0.1180 -0.1018 -0.0060 0.06
C 8.886 5.627 12.324 1.2588 -0.6980 0.1226 -0.10
C 9.924 6.426 13.153 -0.8771 -0.8332 0.0465 -0.55
C 9.156 6.558 14.474 -0.1089 -0.3654 1.3120 -0.12
C 11.169 5.556 13.499 -0.0766 0.7370 0.5174 -0.06
Si 10.251 8.153 12.421 2.5676 1.6208 0.8005 0.87
C 11.037 8.259 10.634 0.0340 0.1981 -0.3314 -0.54
C 12.183 7.220 10.509 -0.2641 -0.7095 1.2286 -0.08
C 9.870 7.798 9.774 0.1169 -0.6522 -0.9300 -0.11
C 11.539 9.565 9.925 -0.9006 -0.1374 0.0018 -0.08
C 9.151 9.636 12.973 -0.7205 0.4199 0.3081 -0.56
C 9.446 10.972 12.293 0.2912 1.0244 -0.5025 -0.10
C 9.175 9.923 14.487 0.9612 -0.3892 -0.1328 -0.07
C 7.690 9.375 12.573 -1.2870 0.3574 0.5078 -0.10
H 8.480 4.827 12.929 -0.2895 -0.0285 0.4452 0.09
H 9.289 5.079 11.492 0.4030 0.1621 -0.7921 0.08
H 8.104 6.268 12.008 -1.0132 0.4592 -0.4165 0.06
H 9.170 5.588 15.034 0.1134 0.4272 -0.6757 0.11
H 8.083 6.756 14.336 0.3696 0.3876 0.0295 0.09
H 9.609 7.250 15.185 -0.1112 0.1650 -0.1117 0.07
H 11.989 5.586 12.799 0.0715 -0.0557 -0.5335 0.05
H 10.822 4.524 13.610 0.1491 0.1016 0.0623 0.09
H 11.614 5.900 14.459 -0.3952 -0.2740 -0.4804 0.09
H 11.815 6.175 10.552 0.0089 0.4992 0.0609 0.09
H 12.940 7.296 11.326 -0.3656 0.1667 -0.6115 0.08
H 12.669 7.312 9.549 0.2346 0.2216 -0.3695 0.07
H 9.218 7.154 10.355 -0.3684 -0.4218 -0.5359 0.04
H 10.273 7.280 8.875 -0.3960 -0.1153 0.5628 0.11
H 9.295 8.610 9.344 -0.2565 0.3331 0.3449 0.08
H 12.572 9.746 10.201 -0.0842 0.4581 -0.0541 0.03
H 10.853 10.429 10.126 1.0359 -0.6433 -0.1184 0.07
H 11.509 9.395 8.815 0.0207 -0.0597 0.8599 0.10
H 10.477 11.338 12.319 -0.0111 -0.2315 0.4904 0.06
H 8.788 11.785 12.737 0.6222 -0.9821 -0.5748 0.11
H 9.265 10.897 11.219 -0.4474 0.1679 0.0106 0.07
H 10.114 10.270 14.919 0.5308 -0.2574 -0.4240 0.08
H 8.887 9.066 15.049 -0.4013 -0.5102 0.5362 0.05
H 8.535 10.736 14.737 -1.0786 0.6014 -0.0996 0.08
H 7.634 9.248 11.493 -0.1453 -0.4546 -0.1273 0.07
H 7.080 10.330 12.733 0.6616 -1.3063 0.1767 0.11
H 7.198 8.516 13.121 0.5052 0.9365 -0.6887 0.09
S 14.170 12.588 8.117 0.8592 -0.1413 0.3074 0.27
P 15.840 13.064 9.092 -0.4267 0.8965 0.1687 0.26
S 15.647 13.351 11.221 0.4139 0.2354 -0.6287 0.41
C 16.381 14.759 8.675 -0.5866 -0.1725 0.0279 -0.40
C 17.672 15.051 8.272 0.1410 0.1314 -0.3478 -0.09
C 18.039 16.368 8.057 0.0482 0.7970 0.3757 -0.07
C 17.167 17.421 8.401 0.5365 -0.0369 -0.5559 -0.06
C 15.876 17.126 8.827 0.1992 -0.8961 -0.8776 -0.07
C 15.452 15.795 8.856 -0.3767 -0.0750 1.1596 -0.11
C 17.309 12.037 8.904 0.8351 0.7804 0.7047 -0.42
C 18.385 12.170 9.828 -0.8616 -0.2591 -0.6632 -0.10
C 19.611 11.602 9.551 0.4664 0.0095 -0.1610 -0.08
C 19.845 10.942 8.323 -0.4425 0.1205 0.1901 -0.05
C 18.774 10.844 7.415 0.5766 -0.2776 1.1543 -0.06
C 17.516 11.373 7.721 0.8516 -0.3099 -0.3186 -0.13
H 18.411 14.285 8.061 -0.1852 -0.1035 0.1046 0.11
H 19.044 16.535 7.666 -0.3233 0.2953 0.1586 0.11
H 17.452 18.480 8.264 -0.0079 -0.8101 0.1492 0.12
H 15.181 17.921 8.991 -0.3266 0.3079 0.2678 0.10
H 14.416 15.550 9.193 0.9184 0.2144 -0.4672 0.10
H 18.258 12.719 10.752 -0.1069 -0.0263 -0.0345 0.08
H 20.376 11.746 10.323 -0.0478 -0.2998 -0.5795 0.12
H 20.838 10.507 8.098 -0.8184 0.3356 0.1200 0.12
H 18.892 10.260 6.528 0.1424 -0.0262 -0.5445 0.10
H 16.724 11.259 7.012 -0.3633 0.1332 -0.3297 0.08
```
Forces are in eV/Å.

Summary:
- Total charge: +1
- Max |F|: 0.0611 Eh/bohr
- ΔE to the lowest compared entry with this formula, charge and spin: 0.00 kJ/mol
- Highest occupied orbital energy (spin up / spin down): -9.913 / -9.972 eV
- Lowest unoccupied orbital energy (spin up / spin down): -3.073 / -3.026 eV
- HOMO-LUMO gap (spin up / spin down): 0.251 / 0.255 Eh
- Electronic energy: -4118.22956 Eh

=====

# 2
# C3H3O2Zn

A molecular structure, C3H3O2Zn in a non-equilibrium geometry (ωB97M-V/def2-TZVPD, the OMol25 dataset).

The geometry in XYZ format:
```
9
Properties=species:S:1:pos:R:3:forces:R:3:lowdin_charge:R:1
C -1.000 -0.033 -0.319 0.2098 -0.5808 0.9430 -0.11
O 1.117 0.039 0.526 -1.6585 -0.9899 0.7529 -0.68
C -0.696 1.236 -0.061 -0.6772 1.8686 -1.0919 -0.28
C 0.175 -0.903 0.116 -0.4517 0.5548 -0.2205 -0.43
O -0.650 2.420 -0.090 0.1243 -1.8122 0.5309 0.08
H -2.039 -0.360 -0.345 0.1501 0.2741 -0.2632 0.08
H -0.137 -1.561 0.952 0.1776 -0.0316 -0.2545 0.09
H 0.509 -1.528 -0.738 0.0618 0.0205 0.3338 0.08
Zn 2.720 0.691 -0.040 2.0637 0.6965 -0.7306 0.17
```
Forces are in eV/Å.

Summary:
- Total charge: -1
- Max |F|: 0.0447 Eh/bohr
- ΔE to the lowest compared entry with this formula, charge and spin: 9.45 kJ/mol
- Highest occupied orbital energy: -1.871 eV
- Lowest unoccupied orbital energy: 3.618 eV
- HOMO-LUMO gap: 0.202 Eh
- Electronic energy: -2045.87452 Eh

=====

# 3
# C3H4NO2S

A gas-phase ion, C3H4NO2S (charge -1) in a non-equilibrium geometry (ωB97M-V/def2-TZVPD, the OMol25 dataset).

The geometry in XYZ format:
```
11
Properties=species:S:1:pos:R:3:forces:R:3:lowdin_spin:R:1
C 0.391 -0.724 -0.343 0.0742 -0.6385 0.0823 0.41
C -0.769 0.718 1.428 -1.1842 2.1919 0.0715 0.76
C 0.057 1.417 0.383 -0.1333 -0.1850 1.0076 0.15
N 0.365 0.469 -0.631 0.6082 0.0467 -1.4383 0.15
O -0.500 -2.601 -1.985 -0.0956 0.1296 0.0606 0.10
O 1.786 -2.882 -1.106 0.0054 0.2039 0.0660 0.09
S 0.805 -1.961 -1.715 0.2524 -0.7304 -0.6712 0.21
H -1.566 0.111 1.019 0.2395 -0.4884 0.0624 0.05
H -1.142 1.376 2.219 0.3700 -0.2824 0.3732 0.05
H -0.441 2.306 -0.062 0.0335 -0.4270 0.2734 0.03
H 1.013 1.771 0.793 -0.1702 0.1797 0.1125 0.01
```
Forces are in eV/Å.

Summary:
- Total charge: -1
- Max |F|: 0.0485 Eh/bohr
- ΔE to the lowest compared entry with this formula, charge and spin: 43.68 kJ/mol
- Highest occupied orbital energy (spin up / spin down): -2.471 / -3.841 eV
- Lowest unoccupied orbital energy (spin up / spin down): 3.872 / 2.941 eV
- HOMO-LUMO gap (spin up / spin down): 0.233 / 0.249 Eh
- 2S+1: 3
- <S²>: 2.012
- Electronic energy: -720.02030 Eh

=====

# 4
# C13H16ClNO5

A molecular structure, C13H16ClNO5 in a non-equilibrium geometry (ωB97M-V/def2-TZVPD, the OMol25 dataset).

The geometry in XYZ format:
```
36
Properties=species:S:1:pos:R:3:forces:R:3:lowdin_charge:R:1
C 2.568 0.951 0.163 8.6618 -8.5383 -0.2187 0.02
C 2.487 0.079 -1.212 11.6062 -1.2819 6.9580 -0.33
H 2.725 -1.063 -1.027 0.2583 2.1758 -0.1622 0.17
H 3.140 0.514 -1.927 1.2906 0.3239 -0.6459 0.11
O 1.346 0.134 -1.544 -15.8007 0.2098 -5.0783 0.00
C 0.737 1.080 -2.327 3.3113 0.1798 -0.5176 -0.38
O 1.380 1.968 -2.841 -0.6978 -0.4765 0.5289 0.15
C -0.672 0.788 -2.604 -2.5381 3.7853 -1.0732 -0.01
O -1.446 0.865 -1.375 -0.3965 3.4559 -4.7875 0.03
C -1.320 -0.038 -0.547 1.0076 -7.4015 8.9729 -0.24
C -1.662 -1.580 -0.724 2.6016 6.2541 -1.7915 -0.11
C -1.337 -2.508 0.289 -1.3143 2.3077 -5.4576 -0.09
C -0.856 -1.903 1.406 -0.9118 -11.7577 1.3130 -0.46
C -0.924 -0.736 1.784 2.0615 8.7673 5.5465 -0.12
C -0.875 0.253 0.810 -2.9663 3.4490 -2.1334 -0.04
C -0.865 1.818 1.149 2.3725 -4.3714 0.5015 -0.02
N -0.160 2.476 1.973 -0.4649 -0.0540 1.5436 0.14
O 0.338 1.665 3.085 -4.5477 -5.1876 -7.5405 -0.20
C 1.031 2.293 3.875 2.8853 9.2281 7.2774 -0.30
H 1.302 1.799 4.787 0.3230 -1.1732 -0.0084 0.06
H 1.949 2.919 3.519 -1.5894 -1.0502 0.2542 0.11
H 0.177 3.167 4.526 2.5353 -1.5005 -1.6469 0.15
H -1.264 2.334 0.357 -0.8546 1.7298 -1.5129 0.09
H -0.752 -0.345 2.871 -0.3425 -1.2372 -2.1452 0.18
Cl -0.724 -3.488 2.689 0.0937 2.2250 -0.9517 0.38
H -1.547 -3.467 -0.114 0.5404 -1.3276 1.2463 0.09
O -1.828 -1.557 -2.132 -2.0319 -6.3657 1.6901 -0.12
C -2.212 -3.217 -2.457 -0.7551 6.6787 -2.5328 0.15
H -1.326 -3.572 -2.250 4.2110 -2.5529 1.0173 0.03
H -3.017 -3.422 -1.891 -2.4801 -0.8451 2.1401 0.05
H -2.457 -3.160 -3.489 -0.0347 -0.1958 -0.7590 0.08
H -0.843 -0.101 -3.151 0.0461 -0.9468 -0.2187 0.11
H -1.131 1.695 -3.242 1.3320 -2.0859 1.4149 0.20
H 2.108 0.608 1.004 -1.7823 -1.9308 1.9262 0.02
H 3.718 0.963 0.552 -2.5125 0.5100 -1.1682 0.14
H 2.212 1.784 0.015 -3.1172 9.0004 -1.9810 -0.04
```
Forces are in eV/Å.

Summary:
- Max |F|: 0.3228 Eh/bohr
- Highest occupied orbital energy: -8.644 eV
- Lowest unoccupied orbital energy: 0.053 eV
- HOMO-LUMO gap: 0.320 Eh
- Electronic energy: -1395.63884 Eh